(1)
C2H5NO in the gas phase at a distorted geometry. Source: the Open Molecules 2025 dataset; level of theory: ωB97M-V/def2-TZVPD.

Last column: Löwdin charge in e.
Cartesian coordinates (Å):
C1 0.5690 0.7360 0.3329  -0.02
C2 0.1611 -0.7036 0.6347  -0.51
N1 -0.4445 -1.4344 -0.3623  0.12
O1 0.5738 -1.2955 1.7146  -0.05
H1 1.3091 0.7133 -0.4049  0.05
H2 -0.1856 1.3507 -0.1023  0.06
H3 1.0173 1.2737 1.2206  0.11
H4 -0.4158 -1.0536 -1.3372  0.13
H5 -0.5542 -2.4165 -0.1192  0.11

As for the energy above the lowest of the compared OMol25 structures with the same formula, charge and spin: 0.538 eV. As for the largest force on an atom: 5.1 eV/A. The total energy comes out at -209.20255 a.u. As for the gap between HOMO and LUMO: 10.497 eV. The SMILES is CC(N)=O. For the LUMO energy, the calculation gives 0.029 hartree. For the HOMO energy, the calculation gives -0.3565 hartree.


(2)
4 unconnected molecules or ions with the total composition CH10O3S2 at a distorted geometry. Source: the Open Molecules 2025 dataset; level of theory: ωB97M-V/def2-TZVPD.

Last column: Löwdin charge in e.
Cartesian coordinates (Å):
C1 -0.8160 -0.3677 1.4964  -0.48
S1 -2.2685 0.4848 0.8123  0.38
S2 -2.8492 -0.9032 -0.6736  0.30
H1 -0.4855 -1.2175 0.9281  0.01
H2 -0.0792 0.3942 1.6355  0.01
H3 -1.0257 -0.6786 2.5189  0.03
H4 -1.6939 -1.5754 -0.7423  -0.21
O1 -0.1783 1.9499 -1.4107  -0.07
H5 -1.0983 1.6660 -1.3766  0.00
H6 -0.0304 2.7296 -0.8673  0.06
O2 1.6189 -0.2411 -1.4156  -0.06
H7 1.4881 -0.7766 -2.2003  0.06
H8 1.0782 0.5652 -1.5010  0.02
O3 1.9593 -0.9436 1.1648  -0.09
H9 2.5083 -0.2083 1.4417  0.03
H10 1.8721 -0.8777 0.1898  -0.01

As for the energy above the lowest of the compared OMol25 structures with the same formula, charge and spin: 0.460 eV. As for the largest force on an atom: 1.6 eV/A. The total energy comes out at -1066.17291 a.u. As for the gap between HOMO and LUMO: 8.598 eV. The SMILES is CSS.O.O.O. For the LUMO energy, the calculation gives 0.011 hartree. For the HOMO energy, the calculation gives -0.3054 hartree.


(3)
C9H15BO2 in the gas phase at a distorted geometry. Source: the Open Molecules 2025 dataset; level of theory: ωB97M-V/def2-TZVPD.

Last column: Löwdin charge in e.
Cartesian coordinates (Å):
B1 -2.0418 -0.2999 0.0001  -0.79
C1 1.0240 -0.6877 1.3442  -0.11
C2 2.5622 -0.1100 0.0321  -0.08
C3 0.6018 -1.2324 -0.9859  -0.10
C4 1.6358 -1.3360 0.1026  -0.28
C5 1.4450 0.6376 0.7823  -0.24
C6 -0.0970 0.1133 -1.1346  -0.32
C7 0.3700 1.1473 -0.1330  -0.01
C8 -3.4573 -0.8880 0.2181  0.01
C9 -0.0432 2.5769 -0.1527  0.01
O1 -1.4781 -0.0783 -1.2489  0.10
O2 -1.4416 0.0684 1.1719  0.02
H1 -0.0894 -0.8190 1.4686  0.10
H2 1.5054 -1.1252 2.2389  0.14
H3 3.4585 -0.1606 0.5782  0.09
H4 2.7877 0.3810 -1.0379  0.16
H5 1.1171 -1.4550 -2.0383  0.16
H6 -0.3422 -1.9193 -0.8674  0.17
H7 2.1109 -2.3091 0.1600  0.14
H8 1.7963 1.4933 1.4698  0.17
H9 0.2285 0.4534 -2.1961  0.19
H10 -3.8651 -0.8835 1.1888  0.04
H11 -3.3156 -1.9382 0.0152  0.06
H12 -4.1540 -0.5338 -0.5959  0.08
H13 0.8012 3.2063 0.0507  0.08
H14 -0.7007 2.8198 0.6983  0.12
H15 -0.4184 2.8787 -1.1293  0.10

As for the energy above the lowest of the compared OMol25 structures with the same formula, charge and spin: 4.623 eV. As for the largest force on an atom: 4.3 eV/A. The total energy comes out at -527.18742 a.u. As for the gap between HOMO and LUMO (alpha / beta): 7.462 / 7.401 eV. For the LUMO energy (alpha / beta), the calculation gives -0.039 / -0.040 hartree. For the HOMO energy (alpha / beta), the calculation gives -0.3130 / -0.3115 hartree.


(4)
A molecular structure, C22H30CrN3O6Se2 at a distorted geometry. Source: the Open Molecules 2025 dataset; level of theory: ωB97M-V/def2-TZVPD.

Last column: Löwdin charge in e.
Cartesian coordinates (Å):
Cr1 0.2631 -0.1319 -0.6441  0.30
O1 -3.0530 4.0212 0.2312  0.06
C1 -3.2653 3.7417 -1.0681  -0.26
C2 -4.3122 4.4123 -1.6994  -0.02
C3 -4.5874 4.1771 -3.0311  -0.08
C4 -3.8321 3.2652 -3.7702  -0.08
C5 -2.8075 2.5842 -3.1476  -0.01
C6 -2.5076 2.8081 -1.7988  -0.07
C7 -1.4307 2.0192 -1.1868  -0.38
O2 -0.9375 1.0404 -1.8259  -0.19
N1 -1.0039 2.3911 0.0389  0.08
N2 -0.0480 1.5155 0.4243  -0.09
C8 0.5668 1.6289 1.5331  -0.03
C9 1.5811 0.5904 1.7928  -0.25
C10 2.4516 0.6346 2.8597  -0.01
C11 3.4132 -0.3590 2.9807  -0.04
C12 3.4754 -1.3591 2.0284  -0.03
C13 2.5627 -1.3411 0.9850  -0.12
N3 1.6323 -0.4003 0.8814  -0.03
H1 -2.2706 3.5061 0.5262  0.06
H2 -4.8914 5.1184 -1.1168  0.12
H3 -5.4028 4.7119 -3.5053  0.10
H4 -4.0468 3.0913 -4.8166  0.10
H5 -2.2155 1.8596 -3.6950  0.11
H6 0.3605 2.4458 2.2168  0.14
H7 2.3802 1.4451 3.5744  0.12
H8 4.1132 -0.3423 3.8062  0.11
H9 4.2143 -2.1472 2.0804  0.11
H10 2.5477 -2.0987 0.2111  0.08
O3 2.6515 -3.7394 -4.3759  -0.05
C14 1.9155 -2.7282 -5.0620  -0.23
C15 1.2990 -1.7741 -4.0403  -0.55
C16 0.6832 -0.6363 -4.8791  -0.24
O4 -0.4469 -0.0129 -4.3002  -0.10
C17 2.4328 -1.2354 -3.1629  -0.52
Se1 2.0381 0.4358 -2.2130  0.77
C18 0.2037 -2.5544 -3.2772  -0.47
Se2 0.1230 -2.4327 -1.3212  0.72
H11 2.9412 -4.3969 -5.0133  0.09
H12 1.1104 -3.1692 -5.6613  0.13
H13 2.5695 -2.1602 -5.7366  0.13
H14 0.3492 -1.0390 -5.8390  0.13
H15 1.4682 0.1002 -5.0820  0.12
H16 -0.1696 0.4305 -3.4846  -0.01
H17 3.2833 -0.9746 -3.7967  0.07
H18 2.7595 -1.9795 -2.4484  0.04
H19 0.3306 -3.6196 -3.4499  0.05
H20 -0.7754 -2.2514 -3.6354  0.06
C19 -0.4348 -1.7875 2.8391  -0.08
O5 -0.9966 -1.2546 1.6558  -0.25
C20 -2.3610 -0.8734 1.8001  -0.18
C21 -3.1145 -1.2760 0.5732  -0.21
O6 -2.6066 -0.5381 -0.5081  -0.25
C22 -3.2567 -0.8749 -1.7229  -0.08
H21 -1.0691 -2.5798 3.2447  0.10
H22 -0.3009 -1.0152 3.6058  0.10
H23 0.5335 -2.2149 2.5866  0.08
H24 -2.4285 0.2097 1.9455  0.13
H25 -2.8014 -1.3695 2.6688  0.13
H26 -4.1841 -1.0738 0.7137  0.14
H27 -2.9761 -2.3486 0.3961  0.13
H28 -4.3142 -0.5955 -1.6755  0.10
H29 -3.1687 -1.9486 -1.9122  0.09
H30 -2.7638 -0.3309 -2.5239  0.08

As for the energy above the lowest of the compared OMol25 structures with the same formula, charge and spin: 0.294 eV. As for the largest force on an atom: 1.3 eV/A. The total energy comes out at -7319.38154 a.u. As for the gap between HOMO and LUMO (alpha / beta): 6.242 / 6.447 eV. As for the spin multiplicity: 4. For the LUMO energy (alpha / beta), the calculation gives -0.037 / -0.040 hartree. For the HOMO energy (alpha / beta), the calculation gives -0.2669 / -0.2770 hartree.


(5)
2 unconnected molecules or ions with the total composition C5H14NS at a distorted geometry. Source: the Open Molecules 2025 dataset; level of theory: ωB97M-V/def2-TZVPD.

Last column: Löwdin charge in e.
Cartesian coordinates (Å):
C1 -0.1201 -1.9936 -0.4008  -0.09
C2 -0.0618 -1.6945 1.0495  -0.39
C3 1.4539 -1.1642 1.4867  -0.16
C4 2.0134 0.1743 0.9614  -0.13
S1 -0.3572 1.3247 -1.0986  0.96
C5 -1.4030 2.4854 -2.0353  -0.38
N1 -1.1413 -0.7331 1.3491  0.14
H1 0.7192 -2.6565 -0.6616  0.10
H2 0.0568 -1.0647 -0.9892  0.00
H3 -1.0761 -2.4310 -0.7327  0.10
H4 -0.2469 -2.6622 1.5560  0.15
H5 1.4443 -1.2106 2.6020  0.11
H6 2.1354 -1.9735 1.1634  0.12
H7 1.4071 1.0772 1.0712  0.03
H8 3.0116 0.3227 1.3978  0.09
H9 -1.9111 3.2089 -1.3416  0.08
H10 -2.1069 1.8143 -2.5179  0.06
H11 -0.7948 3.0114 -2.7567  0.04
H12 2.1470 0.0550 -0.1555  0.07
H13 -1.0208 0.1261 0.7848  -0.03
H14 -1.3552 -0.5256 2.3434  0.13

As for the energy above the lowest of the compared OMol25 structures with the same formula, charge and spin: 5.490 eV. As for the charge: +1. As for the largest force on an atom: 2.2 eV/A. The total energy comes out at -651.41077 a.u. As for the gap between HOMO and LUMO: 4.133 eV. For the LUMO energy, the calculation gives -0.337 hartree. For the HOMO energy, the calculation gives -0.4893 hartree.


(6)
A molecular structure, C25H42BrNOP2Sn at a distorted geometry. Source: the Open Molecules 2025 dataset; level of theory: ωB97M-V/def2-TZVPD.

Last column: Löwdin charge in e.
Cartesian coordinates (Å):
N1 9.7921 1.5733 3.2405  0.15
C1 9.0149 0.5148 3.5730  -0.05
C2 7.7017 0.3735 3.1156  0.04
C3 7.1495 1.3224 2.2103  -0.17
C4 7.9390 2.4478 1.9337  0.04
C5 9.2509 2.5127 2.4469  -0.05
C6 5.8820 1.0364 1.5824  0.05
Sn1 0.6684 0.6503 -1.7272  1.14
P1 -0.5777 -0.3513 -3.7127  0.90
C7 5.2812 1.6682 0.5421  0.04
C8 4.1088 1.0497 -0.0592  -0.18
C9 3.9377 0.9673 -1.4521  0.04
C10 3.0592 -0.0064 -2.0001  -0.16
C11 2.3629 -0.8120 -1.0609  -0.24
C12 2.4801 -0.7363 0.2974  -0.15
C13 3.2986 0.2641 0.8071  0.01
Br1 -0.1384 -1.8849 -0.5150  0.61
H1 5.4526 0.1071 1.9582  0.13
H2 5.7234 2.5528 0.0671  0.15
H3 7.1410 -0.5052 3.4334  0.13
H4 7.5838 3.2611 1.3216  0.12
H5 9.4857 -0.2289 4.2358  0.14
H6 9.9023 3.3592 2.2128  0.14
H7 4.6037 1.5370 -2.1172  0.17
H8 3.4554 0.3424 1.8931  0.15
H9 2.9996 -0.1247 -3.0810  0.13
H10 1.9109 -1.3961 0.9720  0.10
P2 -0.4373 2.6662 -0.6878  0.90
C14 0.0016 -2.0847 -3.9472  -0.40
C15 -0.0472 -2.8732 -5.2729  -0.08
H11 -0.5679 -2.6424 -3.1843  0.05
H12 1.0337 -2.1534 -3.5916  0.07
H13 0.4103 -3.8518 -5.0671  0.11
H14 -1.0594 -3.0650 -5.6531  0.09
H15 0.5492 -2.4002 -6.0603  0.09
C16 -0.2069 0.7545 -5.1413  -0.38
C17 -1.1396 1.0694 -6.3326  -0.09
H16 0.7092 0.3323 -5.5868  0.10
H17 0.0828 1.7270 -4.7135  0.06
H18 -0.6450 1.8647 -6.9135  0.10
H19 -1.2568 0.2159 -7.0169  0.10
H20 -2.1176 1.4606 -6.0186  0.09
C18 -2.3423 -0.3547 -3.0187  -0.38
C19 -3.5377 -1.1207 -3.6075  -0.08
H21 -2.6011 0.7100 -2.9481  0.07
H22 -2.2287 -0.6889 -1.9751  0.03
H23 -4.4118 -0.8435 -3.0011  0.11
H24 -3.8034 -0.8490 -4.6402  0.10
H25 -3.3783 -2.2024 -3.5236  0.09
C20 -2.0650 2.4377 0.0279  -0.34
C21 -2.5273 3.6917 0.7557  -0.07
H26 -2.0284 1.5610 0.6859  0.10
H27 -2.7610 2.1545 -0.7679  0.10
H28 -2.2569 3.6424 1.8114  0.09
H29 -2.0893 4.5994 0.3361  0.08
H30 -3.6107 3.8184 0.6935  0.12
C22 -0.3440 3.9929 -1.9503  -0.34
C23 1.0880 4.4021 -2.3420  -0.11
H31 -0.9055 4.8629 -1.5704  0.12
H32 -0.8904 3.6126 -2.8335  0.10
H33 1.5129 5.1009 -1.6117  0.10
H34 1.7865 3.5572 -2.4636  0.06
H35 1.0176 4.9411 -3.2925  0.11
C24 0.8638 3.0141 0.5565  -0.37
C25 0.5747 2.3804 1.8980  -0.12
H36 0.9691 4.1111 0.6035  0.12
H37 1.8008 2.5953 0.1399  0.05
H38 1.4951 2.3187 2.4738  0.09
H39 -0.1266 2.9625 2.4972  0.10
H40 0.1746 1.3505 1.8187  0.03
O1 -0.6394 -0.2244 2.2193  -0.10
H41 -0.2520 -0.4852 3.0614  0.08
H42 -0.4620 -0.9650 1.5981  -0.08

As for the energy above the lowest of the compared OMol25 structures with the same formula, charge and spin: 0.000 eV. As for the charge: +4. As for the largest force on an atom: 2.8 eV/A. The total energy comes out at -4577.05584 a.u. As for the gap between HOMO and LUMO (alpha / beta): 3.058 / 3.730 eV. For the LUMO energy (alpha / beta), the calculation gives -0.582 / -0.559 hartree. For the HOMO energy (alpha / beta), the calculation gives -0.6948 / -0.6959 hartree.